C32H44CdN4P2Si as an isolated structure in a non-equilibrium geometry. Source: the Open Molecules 2025 dataset; level of theory: wB97M-V/def2-TZVPD.

Last column: Löwdin charge in e.
Positions of all 84 atoms, in Å:
Cd -0.048 1.071 1.685  1.003
C -2.092 1.727 -5.349  -0.111
C -2.187 0.439 -5.014  -0.129
C -1.360 -0.648 -5.637  -0.180
C 0.134 -0.296 -5.827  -0.194
C 0.777 0.483 -4.699  -0.113
C 0.836 1.812 -4.718  -0.096
C 0.288 2.620 -5.875  -0.183
C -1.129 2.248 -6.371  -0.202
C 2.207 1.268 3.678  -0.214
H -2.805 2.477 -4.985  0.096
H -2.974 0.074 -4.347  0.084
H -1.765 -0.915 -6.631  0.121
H -1.442 -1.555 -5.015  0.103
H 0.668 -1.248 -5.956  0.109
H 0.248 0.235 -6.786  0.096
H 1.287 -0.126 -3.939  0.081
H 1.377 2.390 -3.953  0.106
H 0.941 2.538 -6.761  0.118
H 0.280 3.681 -5.596  0.105
H -1.565 3.175 -6.767  0.108
H -1.064 1.566 -7.235  0.104
H 2.479 1.969 4.486  0.075
H 2.495 1.779 2.749  0.010
H 2.886 0.390 3.761  0.061
P 1.587 -0.444 0.149  0.913
P -1.542 -0.857 0.367  0.909
N 2.671 0.789 -0.480  -0.252
N 2.757 -1.667 0.617  -0.246
N -2.217 0.459 -0.562  -0.278
N -3.041 -1.768 0.582  -0.256
C 0.761 -1.150 -1.306  -0.378
C -0.629 -1.754 -0.946  -0.378
C 2.657 2.101 0.012  -0.200
C 3.641 2.828 -0.611  -0.098
C 4.295 1.966 -1.542  -0.085
C 3.682 0.721 -1.442  -0.127
C 3.733 -1.493 1.612  -0.127
C 4.425 -2.684 1.776  -0.084
C 3.869 -3.628 0.856  -0.092
C 2.844 -2.994 0.175  -0.140
C -2.333 1.767 -0.079  -0.225
C -2.812 2.572 -1.101  -0.079
C -3.038 1.739 -2.231  -0.084
C -2.639 0.455 -1.887  -0.158
C -4.081 -2.131 -0.274  -0.134
C -4.944 -2.991 0.383  -0.087
C -4.421 -3.178 1.713  -0.094
C -3.268 -2.420 1.804  -0.158
H 1.382 -1.939 -1.770  0.077
H 0.653 -0.349 -2.060  0.062
H -1.283 -1.829 -1.828  0.066
H -0.494 -2.780 -0.560  0.086
H 1.928 2.403 0.745  0.007
H 3.857 3.869 -0.402  0.097
H 5.107 2.256 -2.181  0.089
H 3.894 -0.191 -1.956  0.102
H 3.846 -0.550 2.103  0.082
H 5.220 -2.869 2.472  0.090
H 4.189 -4.646 0.716  0.090
H 2.162 -3.358 -0.569  0.085
H -2.102 2.010 0.946  -0.004
H -2.980 3.640 -1.064  0.096
H -3.439 2.046 -3.191  0.075
H -2.618 -0.450 -2.468  0.072
H -4.140 -1.729 -1.274  0.092
H -5.831 -3.451 -0.006  0.087
H -4.840 -3.794 2.488  0.088
H -2.566 -2.284 2.613  0.092
C -1.783 0.922 7.157  -0.203
Si -0.202 0.037 6.641  0.447
C 1.165 0.713 7.759  -0.202
C -0.165 -1.807 7.105  -0.195
C 0.193 0.505 4.879  -0.135
C 0.753 0.872 3.783  -0.500
H -1.804 0.980 8.256  0.028
H -2.717 0.458 6.811  0.026
H -1.756 1.941 6.752  0.028
H 0.903 0.583 8.809  0.026
H 2.109 0.197 7.573  0.027
H 1.323 1.773 7.567  0.024
H -1.017 -2.409 6.764  0.021
H 0.741 -2.278 6.707  0.026
H -0.119 -1.884 8.201  0.029

Properties
Orbital gap (spin up / spin down) in eV: 5.63 / 5.91
Calculated total energy in eV: -70872.3852



One molecule with the formula C4H5NO in a non-equilibrium geometry. Source: the Open Molecules 2025 dataset; level of theory: wB97M-V/def2-TZVPD.

Last column: natural (NBO) charge in e.
Positions of all 11 atoms, in Å:
C -1.765 -0.049 0.126  -0.643
C -0.269 -0.194 0.034  0.165
C 0.759 0.798 -0.186  -0.435
C 1.891 0.099 0.032  0.179
O 1.652 -1.182 0.261  -0.283
N 0.273 -1.356 0.289  -0.133
H -2.242 -1.001 0.382  0.238
H -2.042 0.683 0.896  0.231
H -2.177 0.306 -0.821  0.225
H 1.022 1.410 -1.029  0.249
H 2.900 0.485 0.016  0.207

Properties
Orbital gap in eV: 10.88
Structure (SMILES): Cc1ccon1
Energy relative to the best compared isomer or geometry (same formula, charge and spin) in eV: 2.319
Calculated total energy in eV: -7764.2070



One molecule with the formula C5H9F in a non-equilibrium geometry. Source: the Open Molecules 2025 dataset; level of theory: wB97M-V/def2-TZVPD.

Last column: natural (NBO) charge in e.
Positions of all 15 atoms, in Å:
C -0.838 -0.001 -1.992  -0.384
C 0.014 0.548 -1.104  -0.169
C 0.517 -0.218 0.094  -0.323
C 2.002 0.052 0.205  -0.601
C -0.317 0.211 1.273  0.075
F -1.502 -0.532 1.209  -0.376
H -1.078 0.578 -2.840  0.196
H -1.236 -1.046 -1.835  0.201
H 0.509 1.416 -1.360  0.190
H 0.255 -1.226 -0.020  0.222
H 2.323 1.090 0.442  0.214
H 2.479 -0.246 -0.703  0.221
H 2.405 -0.622 1.077  0.207
H 0.163 0.010 2.246  0.161
H -0.572 1.282 1.254  0.166

Properties
Orbital gap in eV: 10.81
Structure (SMILES): C=C[C@@H](C)CF
Energy relative to the best compared isomer or geometry (same formula, charge and spin) in eV: 0.838
Calculated total energy in eV: -8047.2047



A 2-piece molecular cluster, C5H11NO overall in a non-equilibrium geometry. Source: the Open Molecules 2025 dataset; level of theory: wB97M-V/def2-TZVPD.

Last column: natural (NBO) charge in e.
Positions of all 18 atoms, in Å:
O 0.794 0.018 -2.961  -0.592
C 0.395 -0.947 -2.312  0.265
C -0.944 -1.232 -1.957  -0.479
C 0.525 -0.685 1.897  -0.243
C 0.279 0.656 2.252  -0.386
C -0.505 1.208 -0.163  -0.504
N 0.415 1.694 0.856  -0.422
H 1.168 -1.667 -2.001  0.104
H -1.630 -0.656 -2.559  0.198
H -1.200 -2.257 -1.721  0.198
H 1.480 -1.157 2.090  0.200
H -0.290 -1.395 1.804  0.202
H -0.667 0.999 2.646  0.230
H 1.048 1.127 2.851  0.225
H -0.075 1.336 -1.159  0.243
H -0.561 0.114 -0.148  0.226
H -1.470 1.688 -0.049  0.194
H 1.237 1.157 0.634  0.339

Properties
Orbital gap in eV: 4.15
Energy relative to the best compared isomer or geometry (same formula, charge and spin) in eV: 8.075
Calculated total energy in eV: -8893.6226



An isolated ion of composition C5H14IN2 and charge +1 in a non-equilibrium geometry. Source: the Open Molecules 2025 dataset; level of theory: wB97M-V/def2-TZVPD.

Last column: natural (NBO) charge in e.
Positions of all 22 atoms, in Å:
C 1.443 -2.708 0.179  -0.669
C 0.682 -1.677 -0.668  -0.223
N 0.555 -0.397 0.035  -0.546
C -0.442 0.651 -0.573  0.119
C 0.310 2.007 -0.866  -0.655
N -1.396 0.617 0.513  -0.622
C -1.539 1.759 1.282  -0.440
I -3.156 -0.414 0.107  0.355
H 0.943 -3.607 0.229  0.246
H 2.424 -2.884 -0.314  0.240
H 1.733 -2.580 1.194  0.242
H -0.354 -1.972 -0.860  0.222
H 1.189 -1.492 -1.600  0.222
H 1.503 0.013 0.133  0.436
H 0.042 -0.765 0.903  0.478
H -0.850 0.148 -1.516  0.234
H 0.730 2.343 0.132  0.224
H 1.153 1.941 -1.570  0.250
H -0.393 2.717 -1.243  0.256
H -0.624 2.111 1.627  0.203
H -1.821 2.651 0.699  0.187
H -2.132 1.539 2.178  0.239

Properties
Orbital gap in eV: 8.71
Structure (SMILES): CC[NH2+][C@H](C)N(C)I
Energy relative to the best compared isomer or geometry (same formula, charge and spin) in eV: 1.790
Charge: +1
Calculated total energy in eV: -16484.4661



One molecule with the formula C3H5NO3. Source: the Open Molecules 2025 dataset; level of theory: wB97M-V/def2-TZVPD.

Last column: natural (NBO) charge in e.
Positions of all 12 atoms, in Å:
N 1.801 -0.007 -0.061  -0.810
C 0.724 -0.717 0.401  0.650
O 0.675 -1.248 1.491  -0.583
C -0.444 -0.871 -0.583  -0.176
O -1.593 -0.101 -0.192  -0.485
C -1.420 1.145 0.252  0.657
O -0.380 1.750 0.302  -0.599
H 1.583 0.716 -0.733  0.396
H 2.396 0.325 0.687  0.398
H -0.167 -0.642 -1.618  0.192
H -0.790 -1.904 -0.525  0.227
H -2.386 1.552 0.578  0.131

Properties
Orbital gap in eV: 10.89
Structure (SMILES): NC(=O)COC=O
Energy relative to the best compared isomer or geometry (same formula, charge and spin) in eV: 0.862
Calculated total energy in eV: -10824.8257